Molecular formula: C6H13MgO5
Method: DFT, ωB97M-V with the def2-TZVPD basis set

Its LUMO energy (spin up / spin down) is -0.16 / -0.16 eV. Its HOMO-LUMO gap (spin up / spin down) is 7.136 / 8.982 eV. As for the HOMO energy (spin up / spin down): -7.291 / -9.138 eV. As for the expectation value of S²: 0.7525.

Geometry as ORCA input:
```
! RIJCOSX wB97M-V def2-TZVPD def2/J DEFGRID3
* xyz 0 2
O 1.57386 1.03734 -1.26944
C 0.26204 0.58561 -1.27975
C 0.12229 -0.75988 -0.57005
O 1.15161 -1.59923 -1.09251
C 1.55793 -2.73506 -0.32994
C 2.96634 -3.09098 -0.80898
O 3.79188 -1.97240 -0.84123
Mg 2.83571 -0.38900 -1.29649
H -0.12416 0.47663 -2.31345
H -0.86648 -1.21614 -0.73322
H 0.28650 -0.64168 0.51563
H 0.84819 -3.56434 -0.47253
H 1.57539 -2.45537 0.73778
H 2.87966 -3.56022 -1.81068
H 3.35346 -3.87523 -0.13022
H -0.45089 1.31843 -0.78178
O -1.53965 3.95647 1.14938
C -2.87703 1.62791 2.02585
O -3.19273 2.34025 0.84341
C -2.21123 3.11596 0.30806
H -3.72571 0.96979 2.23811
H -1.97210 1.01531 1.88438
H -2.72880 2.31023 2.87679
H -2.56930 3.63201 -0.58590
H -0.94677 3.47363 1.73679
*
```

Results of the Mulliken charge analysis, in e, for atoms 1 through 8: O -0.75; C 0.35; C -0.54; O -0.55; C -0.43; C -0.24; O -0.70; Mg 0.95


Molecular formula: C27H35ClN4P2Tc
Method: DFT, ωB97M-V with the def2-TZVPD basis set

Its LUMO energy (spin up / spin down) is -6.76 / -9.46 eV. Its HOMO-LUMO gap (spin up / spin down) is 6.603 / 3.904 eV. As for the HOMO energy (spin up / spin down): -13.360 / -13.364 eV. As for the expectation value of S²: 3.7687.

Geometry as ORCA input:
```
! RIJCOSX wB97M-V def2-TZVPD def2/J DEFGRID3
* xyz 2 4
Tc 2.37544 -1.02425 -0.72859
C 4.05305 -0.24105 -1.43951
C 2.95854 0.68988 -1.60274
C 2.25468 0.84719 -2.94022
C 1.61500 -0.44756 -3.45718
C 1.40275 -1.50445 -2.38201
C 2.46511 -2.47461 -2.06775
C 3.76191 -2.40314 -2.85071
C 4.52259 -1.07066 -2.63338
C -1.77133 -1.46113 1.58017
H 4.84896 0.06865 -0.75557
H 2.97309 1.61494 -1.01585
H 2.88442 1.29227 -3.73544
H 1.45640 1.59865 -2.78505
H 0.61762 -0.13938 -3.82226
H 2.16167 -0.84986 -4.33313
H 0.37025 -1.87277 -2.36686
H 2.12629 -3.48118 -1.78663
H 3.60411 -2.59804 -3.92618
H 4.42557 -3.22402 -2.54296
H 5.57694 -1.32668 -2.44236
H 4.54476 -0.46204 -3.55557
H -0.67280 -1.34955 1.52713
H -2.02816 -2.53051 1.47577
H -2.15594 -1.10327 2.55189
P -2.49271 -0.50373 0.28819
P 0.48859 1.06011 1.59078
N -2.49425 -1.51084 -1.07824
N -4.16782 -0.42329 0.56104
N 2.19896 1.88460 1.72176
N 0.17288 1.62193 3.19092
C -1.83104 1.07984 -0.23465
C -0.84737 1.92683 0.64931
C -1.90363 -2.77093 -1.22243
C -2.24290 -3.27297 -2.46428
C -3.03759 -2.28644 -3.12608
C -3.17417 -1.20855 -2.26686
C -5.03848 -1.53321 0.50421
C -6.32901 -1.06587 0.67697
C -6.25705 0.35122 0.88333
C -4.92955 0.71971 0.81838
C 3.23944 1.05729 2.16304
C 4.41807 1.79567 2.25247
C 4.10989 3.12758 1.83958
C 2.74995 3.14082 1.49555
C 0.14891 2.93597 3.68222
C -0.62511 2.97278 4.82765
C -1.13046 1.64050 5.04433
C -0.61733 0.83640 4.04863
H -2.70607 1.72072 -0.44603
H -1.36201 0.87355 -1.21282
H -0.30259 2.60281 -0.02726
H -1.44067 2.55383 1.33262
H -1.30827 -3.18451 -0.42174
H -1.97081 -4.25432 -2.84539
H -3.46175 -2.35717 -4.11889
H -3.68976 -0.27041 -2.37771
H -4.65155 -2.52518 0.33142
H -7.22453 -1.66685 0.64825
H -7.09491 1.00913 1.03990
H -4.42728 1.67249 0.91747
H 3.06084 0.00559 2.34393
H 5.37494 1.42492 2.59141
H 4.79958 3.96513 1.79700
H 2.15655 3.95489 1.10683
H 0.73171 3.70332 3.19771
H -0.81913 3.83389 5.45124
H -1.79513 1.31415 5.83680
H -0.69221 -0.21600 3.84988
Cl 2.04394 -2.28282 1.19457
*
```

Results of the Mulliken charge analysis, in e, for atoms 1 through 8: Tc 0.56; C -0.21; C -0.14; C -1.12; C -0.74; C 0.62; C -0.55; C -1.04


Molecular formula: C6H11NO
Method: DFT, ωB97M-V with the def2-TZVPD basis set

Its LUMO energy (spin up / spin down) is 4.31 / 4.15 eV. Its HOMO-LUMO gap (spin up / spin down) is 3.115 / 7.973 eV. Its energy above the lowest of the compared OMol25 structures with the same formula, charge and spin is 1.7176 eV. As for the HOMO energy (spin up / spin down): 1.200 / -3.821 eV. As for the expectation value of S²: 0.7532.

Geometry as ORCA input:
```
! RIJCOSX wB97M-V def2-TZVPD def2/J DEFGRID3
* xyz -1 2
C 1.32642 -0.39713 0.48392
N 0.15789 0.36758 0.60233
C -1.00626 -0.44208 0.81782
C -1.93641 0.23255 1.73952
O -1.03540 -1.54887 0.28734
C -0.06325 1.16669 -0.68441
C 0.50646 0.17949 -1.75187
C 1.49267 -0.78373 -1.02243
H 2.14171 0.09428 0.87345
H 1.25613 -1.40817 1.16506
H -2.76756 0.80691 1.34617
H -2.29245 -0.52738 2.39207
H -1.50144 0.93918 2.47339
H 0.53550 2.16193 -0.54431
H -1.09691 1.37191 -0.91450
H 0.91151 0.65010 -2.59722
H -0.27505 -0.46509 -2.16352
H 1.06032 -1.82321 -1.09121
H 2.58610 -0.57496 -1.41160
*
```

Results of the Mulliken charge analysis, in e, for atoms 1 through 8: C -0.98; N 0.29; C 0.58; C -2.02; O -0.42; C -1.38; C -0.85; C -0.39


Molecular formula: C47H53N6O2P3PtSe
Method: DFT, ωB97M-V with the def2-TZVPD basis set

Its LUMO energy is -4.60 eV. Its HOMO-LUMO gap is 6.934 eV. Its energy above the lowest of the compared OMol25 structures with the same formula, charge and spin is 0.6703 eV. As for the HOMO energy: -11.533 eV.

Geometry as ORCA input:
```
! RIJCOSX wB97M-V def2-TZVPD def2/J DEFGRID3
* xyz 2 1
Pt -1.16930 0.25463 0.02473
C 1.55014 0.43676 2.11614
N 0.74135 -0.04368 3.20985
C -0.10170 -1.19195 2.99216
P -1.54759 -0.53054 2.07142
C -2.79033 -1.83329 2.11823
C -4.14426 -1.56720 2.32123
C -5.06105 -2.60508 2.33167
C -4.63665 -3.90944 2.11402
C -3.29494 -4.17781 1.89329
C -2.37072 -3.14363 1.89428
C -2.04988 0.78983 3.20476
C -1.60623 2.09382 2.99700
C -1.86225 3.08210 3.93283
C -2.56780 2.77583 5.08850
C -3.00697 1.47888 5.30911
C -2.74521 0.48711 4.37416
C 1.16940 0.27210 4.52712
C 1.35343 -0.71737 5.48852
C 1.76627 -0.37397 6.76816
C 2.01956 0.94865 7.09514
C 1.85134 1.93353 6.13191
C 1.42241 1.60210 4.85702
P 1.06225 -0.05809 0.40343
C 2.37589 0.93146 -0.37900
C 2.26392 2.31713 -0.34088
C 3.29955 3.11817 -0.80304
C 4.45541 2.53446 -1.29914
C 4.56295 1.15051 -1.35522
C 3.52445 0.34914 -0.90904
C 1.49036 -1.80892 0.26169
C 0.61304 -2.67722 -0.38301
C 0.89178 -4.03526 -0.43757
C 2.04620 -4.53167 0.14915
C 2.92970 -3.66958 0.78836
C 2.65398 -2.31317 0.84648
H 2.61022 0.16257 2.21470
H 1.53584 1.53011 2.08005
H -0.49071 -1.57661 3.93374
H 0.37516 -2.02489 2.46920
H -4.47746 -0.55166 2.50337
H -6.10747 -2.40148 2.51999
H -5.35468 -4.71852 2.12121
H -2.96437 -5.19332 1.72229
H -1.32627 -3.36764 1.71264
H -1.03190 2.32601 2.10450
H -1.49859 4.08880 3.77026
H -2.76013 3.54478 5.82469
H -3.54433 1.23332 6.21505
H -3.06858 -0.52662 4.57552
H 1.19650 -1.76023 5.24314
H 1.90800 -1.15169 7.50686
H 2.35017 1.21043 8.09066
H 2.04544 2.96961 6.37671
H 1.26916 2.38104 4.12120
H 1.36662 2.78579 0.05024
H 3.20896 4.19538 -0.75758
H 5.27274 3.15481 -1.64340
H 5.46086 0.69403 -1.75315
H 3.61417 -0.72683 -0.96887
H -0.28920 -2.29554 -0.84836
H 0.20530 -4.70358 -0.94072
H 2.26135 -5.59122 0.10830
H 3.83138 -4.05509 1.24495
H 3.34944 -1.65613 1.35377
C -3.61029 1.46414 -3.51064
P -1.94093 0.78772 -3.41379
C -1.00911 1.78282 -4.57569
C -2.08987 -0.89072 -4.01726
O -1.42266 0.88784 -1.99506
H -3.94860 1.46487 -4.54750
H -3.61919 2.48866 -3.13764
H -4.29946 0.85435 -2.92795
H -1.38844 1.62400 -5.58568
H 0.03800 1.49456 -4.52452
H -1.11720 2.83587 -4.31367
H -2.58713 -0.88845 -4.98804
H -2.68602 -1.46287 -3.30381
H -1.10584 -1.34575 -4.11674
C -6.54117 2.09088 -0.07941
N -5.40019 1.19899 -0.15970
C -5.49507 -0.19417 -0.55582
C -4.03284 -0.61264 -0.57029
O -3.58756 -1.66636 -0.94274
N -3.28462 0.45708 -0.09218
C -4.12156 1.49066 0.09170
N -3.69975 2.68163 0.49757
H -7.20554 1.89442 -0.91933
H -6.22312 3.12867 -0.15407
H -7.09274 1.95072 0.85077
H -5.95702 -0.30720 -1.53786
H -6.05075 -0.80107 0.16254
H -2.71165 2.83027 0.61018
H -4.32340 3.45423 0.64470
C 3.86888 -2.56513 -4.35110
N 3.92117 -1.11986 -4.45329
C 2.96434 -0.26268 -4.04639
Se 1.33644 -0.63890 -3.27485
N 3.41501 0.98528 -4.30373
C 4.68198 0.94428 -4.86802
C 5.55209 1.93411 -5.29624
C 6.75681 1.51197 -5.83384
C 7.07668 0.15510 -5.94171
C 6.20516 -0.83205 -5.51246
C 5.00288 -0.40649 -4.96875
H 2.95285 -2.83446 -3.83233
H 4.73284 -2.92327 -3.79201
H 3.87063 -3.01003 -5.34560
H 2.89007 1.80150 -4.04127
H 5.30508 2.98431 -5.22039
H 7.46531 2.24918 -6.18531
H 8.02549 -0.12937 -6.37481
H 6.45391 -1.88062 -5.60042
*
```

Results of the Mulliken charge analysis, in e, for atoms 1 through 8: Pt 1.51; C -1.93; N 1.35; C -2.24; P 0.56; C 0.83; C -0.78; C -0.82